(1)
A molecular structure, C17H23I2LaNO4RhSSi, computed with the ωB97M-V functional and the def2-TZVPD basis.

Cartesian coordinates (Å):
I 3.78114 -1.86777 -0.29927
I 3.83303 0.68029 -1.87795
La 0.78420 -0.02127 -0.30928
Rh -0.60328 -2.18440 -1.89344
S 1.02669 -1.15540 -3.22526
C -2.26389 -1.69758 -2.47776
C -1.08047 -2.87301 -0.24260
C 0.44980 -0.35018 -4.79067
C 1.54258 0.62047 -5.23140
C -0.82979 0.43435 -4.59594
C 0.26765 -1.48618 -5.80154
C -0.45504 2.77164 0.26092
C -1.74983 1.06933 -1.34640
O -1.42800 -3.32977 0.77952
O -3.34337 -1.44912 -2.84290
O -0.99459 3.72954 0.60033
O -2.72467 1.48920 -1.80616
H 1.21753 1.12267 -6.15242
H 2.48227 0.09785 -5.43055
H 1.72695 1.37150 -4.45355
H -1.15049 0.80189 -5.58501
H -0.67909 1.27724 -3.91002
H -1.63707 -0.18903 -4.21089
H -0.02509 -1.08615 -6.78072
H -0.47935 -2.20978 -5.45450
H 1.19973 -2.04909 -5.91529
C 2.93040 1.04432 1.86106
Si 1.62623 0.43571 3.03580
C 2.15122 -1.19125 3.81087
C 1.48338 1.79619 4.28800
N 0.16242 0.12520 2.10790
C -1.05772 -0.02983 2.73600
C -2.22670 -0.01148 1.92744
C -3.48640 -0.01553 2.50722
C -3.63587 -0.06203 3.90205
C -2.49180 -0.13129 4.70596
C -1.21916 -0.15794 4.14417
H 3.87819 1.28508 2.37395
H 2.65885 1.90221 1.22490
H 3.19061 0.19651 1.19388
H 3.15278 -1.11754 4.25495
H 1.47594 -1.52761 4.60712
H 2.18730 -1.97868 3.04721
H 1.12519 2.70883 3.79038
H 0.82114 1.58731 5.13844
H 2.48526 2.02101 4.68871
H -2.11353 0.03805 0.82974
H -4.36695 0.01856 1.86673
H -4.63462 -0.01834 4.35123
H -2.61140 -0.17150 5.79123
H -0.35230 -0.26320 4.80783

Force components x, y, z for each atom (eV/Å):
-0.134 1.528 -1.474
0.023 -1.649 1.319
0.908 0.445 -0.713
3.304 -0.204 -0.748
-0.827 -0.331 -0.020
-6.423 1.304 -2.309
-1.786 -2.294 5.136
0.078 0.644 -0.833
0.413 -0.189 0.099
-0.459 -0.185 0.250
0.235 -0.762 0.434
-1.492 3.732 1.537
-4.163 1.587 -2.285
1.234 1.741 -3.625
3.989 -0.877 1.507
1.958 -3.564 -1.301
4.032 -1.697 1.976
0.129 -0.087 0.260
-0.080 0.087 -0.086
-0.076 0.067 -0.234
0.144 0.052 0.430
-0.029 0.063 -0.272
0.009 0.083 -0.188
0.046 0.039 0.274
-0.096 0.215 -0.212
-0.060 0.138 -0.202
-0.297 -0.704 -1.283
2.261 0.486 2.402
-0.229 -0.180 -0.368
-0.721 0.223 0.016
-2.511 -0.439 0.572
1.649 0.298 -1.375
1.782 -0.086 -0.548
-1.969 -0.117 1.315
-0.271 0.135 -0.327
-2.390 -0.062 0.789
1.924 0.073 -0.469
-0.463 -0.028 -0.038
0.131 0.080 0.276
0.232 0.531 0.215
-0.164 0.183 -0.130
0.114 0.015 -0.151
0.026 -0.061 0.212
0.064 -0.048 0.232
0.221 0.163 -0.098
-0.249 -0.208 -0.147
-0.215 -0.095 0.737
0.048 0.040 0.173
0.405 -0.098 -0.159
0.093 0.014 -0.202
-0.348 0.002 -0.363

Summary:
⟨S²⟩ ... 6.046
Spin multiplicity ... 5
ΔE to the lowest compared entry with this formula, charge and spin ... 0.00 kcal per mole
Total energy ... -2440.891422 hartree
Net charge ... +4

---

(2)
A single C17H23N3O3 molecule, computed with the ωB97M-V functional and the def2-TZVPD basis.

Cartesian coordinates (Å):
C -0.61074 2.93302 0.26358
C -1.59191 1.86402 0.57459
O -2.86866 1.87858 0.11207
C -3.46949 0.79167 0.66508
C -4.87197 0.52707 0.47086
C -5.68946 -0.51513 1.01515
C -6.95648 -0.32024 0.59166
O -7.01204 0.77031 -0.21354
C -5.74590 1.31439 -0.25131
N -2.62960 0.04454 1.33750
C -1.42623 0.69535 1.29018
C -0.13476 0.15995 1.95615
N 0.49076 -1.10519 1.46891
C 1.35655 -1.06944 0.24577
C 2.84481 -0.97112 0.61481
C 3.74095 -0.53769 -0.56849
C 3.74656 0.99441 -0.54864
C 3.31469 1.24092 0.86224
O 3.05866 2.35517 1.26108
N 3.05517 0.09500 1.51414
C -0.16504 -2.36907 1.88141
C -0.83234 -3.17782 0.76839
C 0.83313 -3.29773 2.53392
H 0.16502 2.90538 0.98273
H -1.04530 3.94344 0.30220
H -0.23703 2.80189 -0.77226
H -5.31205 -1.26671 1.66747
H -7.77150 -0.96498 0.90617
H -5.40990 2.24121 -0.75390
H 0.58298 0.96036 1.81634
H -0.29349 0.03287 3.04294
H 1.11332 -0.20612 -0.31857
H 1.18795 -1.96314 -0.38608
H 3.14770 -1.96662 1.00126
H 3.34980 -0.97774 -1.49470
H 4.76475 -0.84219 -0.37183
H 4.70493 1.44487 -0.84103
H 2.98239 1.41070 -1.20478
H 2.35626 0.13123 2.26360
H -0.95526 -2.09203 2.56077
H -0.06473 -3.60687 0.08658
H -1.37763 -3.97240 1.21901
H -1.53840 -2.54268 0.22912
H 0.33055 -4.23045 2.87577
H 1.33256 -2.77808 3.36766
H 1.59528 -3.65286 1.87985

Force components x, y, z for each atom (eV/Å):
-1.248 0.433 -1.524
0.974 -1.405 0.750
-0.680 0.410 0.367
1.358 -1.090 0.426
-1.674 1.008 -0.852
0.627 0.198 0.030
1.367 -0.615 0.638
0.184 0.971 -0.177
1.264 -0.698 0.517
-1.134 0.081 -0.213
0.876 0.523 -0.242
-0.512 -0.427 -0.633
-0.167 0.440 -0.340
-0.584 -1.022 1.415
0.221 -1.553 -1.170
-0.163 -0.447 -0.547
0.079 -1.108 -0.451
-0.482 2.084 -0.470
0.044 0.541 0.836
-0.542 -0.262 1.789
0.644 -0.030 -1.124
0.585 1.076 -0.778
-0.447 -0.207 1.666
1.018 -0.107 0.459
-0.074 -0.359 0.052
0.137 0.118 0.587
-0.059 -0.488 0.287
-0.444 0.785 -0.782
-1.346 -0.721 0.017
0.253 0.140 0.147
-0.064 0.109 -0.456
-0.497 0.969 -0.796
0.004 0.460 0.302
0.082 0.653 0.058
0.434 0.074 0.078
0.014 -0.489 -0.164
-0.314 -0.120 0.357
-0.055 0.146 0.093
0.737 0.199 -0.135
-0.119 0.156 0.462
-0.626 0.231 0.285
-0.447 -0.795 0.275
0.079 -0.140 -0.212
0.234 0.671 0.134
-0.181 -0.408 -0.082
0.644 0.017 -0.885

Summary:
Spin multiplicity ... 1
SMILES string ... Cc1oc(-c2ccoc2)nc1CN(C[C@H]1CCC(=O)N1)C(C)C
ΔE to the lowest compared entry with this formula, charge and spin ... 84.00 kcal per mole
Total energy ... -1051.541793 hartree

---

| no. | maximum force (eV/A) |
| --- | --- |
| 1 | 6.9 |
| 2 | 2.2 |